Record 1
114
Properties=species:S:1:pos:R:3 method="wB97M-V/def2-TZVPD" homo_energy_ha=-0.2883 total_charge=0 lumo_ev=0.40 homo_lumo_gap_ev=8.24 smiles=CC1(C)CCCC(C)(C)N1O.CC1(C)CCCC(C)(C)N1O.CC1(C)CCCC(C)(C)N1O.CO.CO.CO.O.O relative_energy_kcal_mol=9.4 spin_multiplicity=1
C 1.032 -2.782 -1.599
C 2.492 -3.127 -1.333
C 3.411 -2.234 -2.145
C 2.767 -2.904 0.164
C 4.119 -3.440 0.621
C 4.270 -4.933 0.272
C 3.871 -5.321 -1.183
C 5.074 -5.088 -2.133
C 3.542 -6.813 -1.186
N 2.691 -4.567 -1.567
O 2.258 -4.944 -2.898
H 0.897 -1.835 -1.096
H 0.818 -2.836 -2.664
H 0.420 -3.569 -1.159
H 3.463 -2.529 -3.197
H 2.995 -1.221 -2.120
H 4.431 -2.258 -1.779
H 2.746 -1.806 0.276
H 1.979 -3.273 0.821
H 4.957 -2.865 0.248
H 4.032 -3.360 1.712
H 3.831 -5.612 1.000
H 5.358 -5.091 0.321
H 4.806 -5.243 -3.173
H 5.915 -5.706 -1.803
H 5.459 -4.066 -2.039
H 2.608 -7.019 -0.637
H 4.348 -7.415 -0.779
H 3.266 -7.181 -2.187
H 1.488 -5.514 -2.774
C -5.080 3.226 -0.555
C -5.168 1.842 0.088
C -3.943 1.597 0.973
C -6.394 1.790 1.001
C -7.693 1.632 0.253
C -7.580 0.331 -0.532
C -6.434 0.345 -1.539
C -6.344 -1.090 -2.027
C -6.834 1.247 -2.704
N -5.239 0.750 -0.853
O -4.165 0.786 -1.688
H -4.515 3.940 0.054
H -4.426 3.167 -1.444
H -6.018 3.654 -0.900
H -3.834 2.443 1.652
H -4.170 0.673 1.496
H -3.037 1.480 0.382
H -6.353 0.912 1.657
H -6.392 2.670 1.649
H -8.518 1.472 0.960
H -7.998 2.435 -0.420
H -8.548 0.087 -0.979
H -7.421 -0.504 0.165
H -7.201 -1.468 -2.576
H -6.018 -1.808 -1.275
H -5.514 -1.100 -2.762
H -6.140 1.137 -3.532
H -6.830 2.279 -2.356
H -7.860 1.028 -3.002
H -3.913 -0.147 -1.769
C 1.632 4.807 0.869
C 2.940 4.019 0.800
C 3.279 3.668 -0.669
C 4.031 4.911 1.391
C 5.274 4.182 1.923
C 4.878 2.970 2.818
C 3.871 2.031 2.186
C 4.616 1.195 1.106
C 3.348 1.046 3.229
N 2.783 2.824 1.621
O 1.632 2.057 1.267
H 1.727 5.731 0.297
H 0.825 4.240 0.382
H 1.323 4.996 1.894
H 2.879 4.430 -1.340
H 4.355 3.573 -0.815
H 2.871 2.697 -0.925
H 4.377 5.500 0.527
H 3.677 5.632 2.125
H 5.905 3.785 1.114
H 5.865 4.849 2.548
H 4.422 3.458 3.697
H 5.778 2.428 3.106
H 5.158 1.821 0.385
H 3.977 0.498 0.574
H 5.449 0.638 1.565
H 3.083 0.075 2.786
H 2.421 1.376 3.715
H 4.071 0.776 4.002
H 1.124 2.013 2.082
C 0.200 1.309 -2.347
O 0.964 0.862 -1.253
H 0.526 0.789 -3.259
H -0.856 1.045 -2.232
H 0.337 2.375 -2.538
H 1.276 1.614 -0.738
C -0.618 2.789 3.343
O -0.622 1.370 3.146
H -1.538 3.107 3.844
H 0.180 3.077 4.038
H -0.544 3.244 2.366
H -1.032 0.897 3.876
C -2.141 -3.156 -0.952
O -3.552 -3.149 -1.074
H -1.858 -3.776 -0.092
H -1.775 -3.727 -1.807
H -1.750 -2.162 -0.808
H -3.970 -3.790 -0.504
O -0.885 -0.388 0.863
H -0.828 0.188 1.676
H -0.087 -0.180 0.338
O -3.095 -1.830 1.767
H -2.153 -1.564 1.695
H -3.514 -1.422 0.994

=====

Record 2
116
Properties=species:S:1:pos:R:3 method="wB97M-V/def2-TZVPD" homo_energy_ha="-0.3551 / -0.3551" total_charge=+1 lumo_ev="-4.13 / -4.39" homo_lumo_gap_ev="5.53 / 5.27" s2=15.765 spin_multiplicity=8
Co 1.853 -3.916 -23.011
Fe -0.163 -4.235 -25.825
C 3.322 -1.115 -25.038
C 2.602 -2.266 -25.820
O 1.838 -3.149 -25.088
H 3.923 -1.586 -24.261
H 2.632 -0.378 -24.627
H 3.981 -0.541 -25.689
H 3.420 -2.820 -26.281
H 2.007 -1.891 -26.652
C -0.682 -1.530 -20.476
C 0.134 -1.483 -21.787
O 1.244 -2.234 -21.841
H -1.685 -1.112 -20.562
H -0.174 -0.876 -19.767
H -0.819 -2.455 -19.916
H 0.532 -0.483 -21.963
H -0.566 -1.645 -22.606
C -2.005 -4.776 -22.144
C -1.003 -5.585 -23.001
O -0.060 -4.733 -23.668
H -2.737 -5.518 -21.822
H -2.461 -3.977 -22.729
H -1.448 -4.355 -21.307
H -1.498 -6.153 -23.788
H -0.539 -6.315 -22.338
C -2.760 -5.221 -19.024
C -3.783 -5.532 -17.846
C -3.074 -6.621 -16.918
C -3.761 -6.812 -15.610
C -3.837 -5.462 -14.905
C -4.551 -4.336 -15.707
N -3.933 -4.288 -17.063
O -4.320 -3.215 -17.828
C -6.071 -4.531 -15.787
C -4.207 -3.032 -14.847
C -5.161 -6.055 -18.441
H -1.805 -4.833 -18.669
H -3.163 -4.469 -19.702
H -2.440 -6.086 -19.605
H -3.002 -7.556 -17.473
H -2.044 -6.366 -16.670
H -3.158 -7.485 -15.000
H -4.662 -7.424 -15.652
H -2.814 -5.157 -14.683
H -4.302 -5.624 -13.933
H -6.542 -4.158 -14.877
H -6.638 -4.042 -16.579
H -6.347 -5.586 -15.764
H -4.162 -3.255 -13.781
H -3.217 -2.699 -15.160
H -4.869 -2.182 -15.010
H -5.786 -6.310 -17.585
H -5.100 -6.875 -19.156
H -5.677 -5.259 -18.977
H -3.531 -2.678 -17.926
C 3.281 -6.387 -19.538
C 1.981 -6.314 -20.348
C 0.841 -6.326 -19.335
O 2.108 -5.079 -21.002
H 4.046 -6.576 -20.292
H 3.353 -7.310 -18.963
H 3.408 -5.576 -18.821
H 1.905 -7.132 -21.065
H 0.769 -7.287 -18.826
H -0.077 -6.088 -19.871
H 0.956 -5.638 -18.497
H 2.202 -4.405 -20.325
C 2.553 -8.104 -23.920
C 3.515 -6.936 -23.766
C 4.689 -7.194 -24.753
O 2.779 -5.791 -23.941
H 1.684 -7.878 -23.301
H 2.931 -8.982 -23.397
H 2.367 -8.239 -24.986
H 3.907 -7.094 -22.761
H 5.169 -8.150 -24.544
H 5.397 -6.366 -24.704
H 4.411 -7.234 -25.806
H 2.308 -5.879 -24.773
C -4.287 -3.973 -26.976
C -3.589 -4.727 -25.842
C -4.204 -5.994 -25.282
O -2.216 -5.002 -26.134
H -3.971 -2.930 -26.974
H -5.357 -3.893 -26.784
H -3.989 -4.343 -27.958
H -3.680 -4.111 -24.947
H -5.247 -5.779 -25.049
H -3.784 -6.261 -24.312
H -4.151 -6.834 -25.975
H -2.183 -5.954 -26.255
C -2.710 -9.503 -25.357
C -1.212 -9.033 -25.335
C -0.349 -10.160 -25.912
O -1.322 -7.988 -26.280
H -2.845 -9.928 -26.352
H -3.385 -8.702 -25.058
H -2.936 -10.291 -24.638
H -0.946 -8.639 -24.354
H -0.278 -11.013 -25.237
H 0.670 -9.796 -26.047
H -0.693 -10.456 -26.903
H -0.518 -7.474 -26.386
C -2.971 -0.903 -24.699
C -1.723 -1.166 -25.482
C -0.615 -0.164 -25.360
O -1.191 -2.403 -25.089
H -3.374 -0.003 -25.165
H -2.778 -0.683 -23.649
H -3.752 -1.661 -24.754
H -2.103 -1.228 -26.502
H -0.751 0.600 -26.126
H 0.300 -0.712 -25.586
H -0.415 0.409 -24.455
H -1.178 -2.291 -24.136